{"formula": "C6H10", "method": "ωB97M-V/def2-TZVPD", "species": ["C", "C", "C", "C", "C", "C", "H", "H", "H", "H", "H", "H", "H", "H", "H", "H"], "positions_angstrom": [[1.637, 0.168, -0.606], [1.993, 0.322, 0.895], [0.239, 0.657, -0.525], [-0.682, -0.398, -0.194], [-1.958, -0.031, 0.567], [-2.033, -0.142, -0.895], [1.774, -0.883, -0.910], [2.284, 0.802, -1.219], [1.735, -0.579, 1.451], [3.052, 0.539, 1.031], [1.432, 1.155, 1.342], [-0.377, -1.448, -0.108], [-2.378, -0.838, 1.160], [-1.985, 0.951, 1.028], [-2.482, -1.016, -1.354], [-2.061, 0.778, -1.468]], "forces_ev_per_angstrom": [[0.0, 0.0, -0.2], [0.1, 0.1, 0.3], [0.0, -0.4, 0.1], [0.4, 0.0, 0.0], [-0.2, 0.0, 0.1], [-0.2, 0.1, -0.1], [-0.1, 0.2, 0.1], [-0.1, 0.0, 0.1], [0.0, 0.0, -0.1], [0.0, -0.1, 0.0], [0.1, -0.1, -0.1], [0.0, 0.2, -0.1], [0.1, 0.1, -0.1], [0.0, -0.1, -0.2], [0.0, 0.1, 0.1], [-0.1, -0.2, 0.0]], "mulliken_charge": [-0.097, -1.101, -1.017, 0.220, -0.546, -0.580, 0.280, 0.340, 0.295, 0.359, 0.329, 0.416, 0.245, 0.282, 0.253, 0.324], "homo_energy_ha": -0.294, "de_lowest_kcal_mol": 86.7, "homo_lumo_gap_ev": 8.70, "total_energy_ha": -234.46439}